Entry 1:
{
  "formula": "C4H18O4",
  "method": "ωB97M-V with the def2-TZVPD basis set",
  "e_above_lowest_kcal_mol": 0.0,
  "e_homo_ev": -10.74,
  "smiles": "CCCC.O.O.O.O",
  "total_charge": 0,
  "lumo_energy_ev": 0.6,
  "species": ["H", "C", "O", "H", "H", "H", "H", "H", "H", "O", "H", "H", "H", "H", "H", "O", "H", "H", "H", "C", "C", "H", "O", "H", "C", "H"],
  "xyz": [[2.21362, 2.44546, -1.05531], [1.01682, 0.77170, -0.32636], [-3.13981, -0.11716, 1.17308], [-1.64783, -0.31346, -1.71151], [0.45777, 0.25169, -2.37247], [0.46520, 2.58539, -1.33026], [1.59626, -1.99815, -0.58275], [-1.77945, 1.19389, -1.44933], [-0.04659, -1.76742, -0.91655], [-0.89912, -0.32536, 2.80567], [-3.78677, -0.78004, 1.14820], [1.00791, 2.89366, 0.24484], [-2.90802, -0.03367, 0.26554], [-1.70296, -0.24484, 2.25187], [1.80006, -2.13621, 2.75927], [-2.27521, 0.33889, -1.49005], [1.04134, -2.23795, -2.18515], [2.19849, 0.04552, -1.99400], [1.77285, 0.48041, 0.44111], [0.92333, -1.60210, -1.28954], [1.18554, 2.26597, -0.64044], [0.04595, 0.56058, 0.13035], [1.50882, -1.54516, 2.04167], [-0.93673, 0.47613, 3.32681], [1.15701, -0.10684, -1.57629], [0.73151, -1.10096, 2.33159]]
}


Entry 2:
{
  "formula": "C35H70BrN2O12S",
  "method": "ωB97M-V with the def2-TZVPD basis set",
  "e_homo_ev": -4.77,
  "total_charge": -1,
  "lumo_energy_ev": 1.7,
  "species": ["H", "O", "C", "H", "H", "H", "H", "H", "C", "O", "C", "C", "C", "O", "H", "C", "C", "H", "H", "C", "H", "H", "H", "H", "C", "H", "H", "C", "H", "C", "H", "C", "O", "H", "C", "C", "H", "C", "C", "H", "H", "C", "C", "O", "H", "C", "H", "H", "C", "C", "H", "H", "H", "H", "O", "H", "H", "H", "H", "H", "H", "H", "H", "O", "H", "H", "C", "S", "H", "C", "H", "H", "H", "Br", "H", "H", "O", "H", "H", "H", "C", "H", "H", "H", "C", "H", "H", "C", "O", "H", "H", "C", "H", "O", "C", "H", "C", "C", "H", "C", "C", "H", "H", "H", "H", "O", "H", "H", "N", "H", "H", "O", "H", "N", "H", "H", "C", "C", "H", "C", "H"],
  "xyz": [[5.41871, -1.82785, -3.55821], [-1.94339, 1.30712, 6.69527], [-7.86887, 1.04568, 2.47521], [7.80504, -1.24473, 1.44647], [2.69483, -1.95732, 3.88794], [-1.14466, -1.91179, 7.13428], [3.23076, -3.05873, 2.51825], [6.24020, -2.74022, 0.30652], [-3.64222, -1.07888, 3.65298], [-3.06713, -1.42465, 7.45698], [-8.98745, 0.25177, 1.66408], [-3.09272, 2.55511, 1.11850], [-8.86937, -1.87935, 3.54413], [5.49765, -0.89432, 0.01161], [0.81801, -2.23262, 2.22050], [5.56963, 0.35899, -0.66178], [-6.70835, -3.65990, 0.81525], [4.71498, 0.93284, -0.29085], [-4.44089, -0.91710, 2.92209], [8.98441, 0.67352, 0.56954], [-2.82935, 3.56310, 0.68784], [-1.23100, 3.01231, 7.61656], [5.82532, 2.76763, -6.42944], [-7.65138, 2.76219, 1.09670], [6.55131, -1.82577, -0.20611], [5.21615, 3.79232, -7.73468], [2.20855, 0.46023, 2.61088], [-8.50247, -2.16644, 2.04943], [-1.16429, 0.74756, 2.59274], [1.25913, -0.08207, 2.34520], [-2.68392, -0.82501, 3.19199], [4.14277, 0.23773, -8.23610], [-10.02031, -2.22431, 3.91311], [7.14969, -1.88847, -3.90943], [7.09425, 1.12408, -7.88505], [-4.19775, -0.60831, 7.15006], [-2.98241, 2.94133, 7.31223], [6.53446, -0.19487, -8.40630], [5.45032, 0.30200, -2.18036], [-7.11335, 0.34137, 2.91764], [-2.41124, 0.51461, 0.47681], [7.90280, -1.43377, 0.37499], [-1.95985, 1.52962, 0.66870], [6.59589, -0.29563, -2.76974], [0.30954, 0.04724, 0.29373], [-1.83332, -1.12207, 6.81704], [-5.25201, 1.65885, 2.77302], [7.21969, -0.98613, -8.08734], [3.72225, 0.18552, -9.69826], [-7.02360, -2.78727, 2.07016], [-0.19548, 0.26257, 6.75728], [6.93399, 3.88904, -7.28507], [-3.60788, -2.13242, 3.94408], [6.45578, 0.91251, -0.35434], [8.46398, -0.31354, -0.29922], [2.79633, 0.76369, -9.82018], [-4.88831, 2.67008, -0.19282], [4.25321, 0.21245, -12.48199], [-4.98880, -0.94138, 7.82650], [1.21712, 1.50261, 0.84895], [-9.18791, 0.90706, 0.76449], [5.03297, -1.05203, -11.47724], [9.01720, 1.61903, 0.02440], [-3.82946, -0.22969, 4.76815], [-4.98881, -1.79059, 5.53325], [5.37616, 1.32420, -2.56675], [-8.28057, -0.96909, -1.00714], [-7.57058, -0.53655, -2.38899], [-9.96702, 0.19697, 2.20666], [0.49531, 0.70227, 1.18043], [-1.52442, 1.86403, -0.31075], [3.77058, -1.34313, 2.54626], [-4.00867, 0.43318, 7.40349], [-4.84968, -4.39929, 0.72571], [6.63159, -2.08817, -1.25903], [0.63165, -0.17003, 3.27276], [-7.45937, -3.90703, -0.06654], [8.12499, 1.23386, -8.23849], [-1.09702, 0.25968, 8.28979], [-5.66174, -0.15641, 5.64906], [2.90656, -2.02391, 2.79097], [-9.19204, -2.93895, 1.60880], [-1.92395, -1.22149, 5.73591], [8.60291, -2.26890, 0.23561], [-4.55166, 2.09294, 0.71682], [10.00080, 0.40487, 0.87412], [3.52094, -0.84779, -9.98981], [4.99331, 0.01785, -11.69965], [6.35420, 2.23236, -8.37489], [-5.62213, 3.36934, 2.11118], [-8.30419, 1.75107, 3.22117], [-5.59203, 2.26176, 1.89364], [4.53439, -0.23644, -2.44798], [4.69280, 0.78393, -10.54948], [1.66711, -1.55133, 1.93057], [1.86665, -1.62526, 0.83034], [-0.80836, 1.40068, 1.74525], [-1.19679, 0.21007, 7.19934], [-2.29740, 1.98720, 8.63334], [6.29472, -1.21826, -3.79971], [6.07841, 3.21507, -7.39563], [6.13621, -0.68933, -4.74527], [8.35257, 0.81428, 1.45073], [-6.82276, -3.30904, 3.03897], [-3.02082, 2.66593, 2.23150], [5.26135, -0.57346, -7.89048], [6.53392, -0.22263, -9.49495], [5.97755, 0.32337, -12.06051], [-9.07974, -1.34937, -0.13686], [4.28233, 1.26244, -7.89840], [7.10466, 1.10127, -6.78942], [-8.05316, -1.36279, 4.40514], [3.30682, -0.15751, -7.65268], [-8.47215, -1.01674, 1.12664], [-6.90518, 1.14257, 0.52653], [-4.48883, 1.02071, 0.36972], [-2.11141, 2.36032, 7.62126], [-7.03800, 1.86957, 1.38006], [-0.54741, 2.40528, 2.16916], [-4.74204, -0.74729, 5.73661], [-6.32833, -1.90139, 2.00478]]
}


Table of HOMO-LUMO gap (eV), in record order: 11.37, 6.48
Table of E (a.u.), in record order: -464.15756, -5359.93422